(1)
32
Properties=species:S:1:pos:R:3:forces:R:3 method="wB97M-V/def2-TZVPD" orbital_gap_ha=0.3266 e_lumo_ev=2.68 e_tot_ev=-19460.0328 relative_energy_kcal_mol=62.1 total_charge=-1
B 0.0311 -0.6227 0.0595 -0.3 3.6 -3.6
H -1.2289 -0.2858 -0.2665 1.2 -0.4 0.7
H 0.4901 -1.0557 -1.0815 -0.2 0.0 1.4
H 0.6911 0.5603 0.2965 -0.9 -1.4 -0.5
H 0.1721 -1.1917 1.0165 0.1 -1.7 1.8
O -2.1449 -0.3068 2.8115 -1.0 -1.1 5.6
H -1.5799 -0.1878 2.1415 2.9 0.8 -4.4
H -3.0369 -0.2417 2.5985 -1.9 0.3 -1.2
O -4.1269 1.2293 -0.8735 -5.2 3.4 -3.4
H -4.3969 1.5873 -1.8635 1.5 -1.6 4.0
H -3.3279 0.8152 -0.9135 3.8 -1.8 -0.5
O 3.7281 -0.0297 1.3025 -1.8 -0.4 0.0
H 3.2971 0.8103 0.9465 0.5 -1.8 1.0
H 3.0071 -0.7137 1.5235 1.4 2.0 -0.8
O -1.0589 0.1513 -3.4995 -2.5 0.3 -2.3
H -0.8959 0.0643 -2.5925 0.7 -0.4 2.5
H -2.0589 0.1373 -3.5325 1.8 0.0 -0.1
O 0.5411 3.5012 1.6755 0.2 0.0 0.5
H 1.2401 2.9203 1.3515 0.1 0.0 0.0
H 0.1141 3.7983 0.8795 -0.3 0.1 -0.4
O -0.4909 -4.1677 -0.7415 2.2 0.9 -3.1
H -0.4349 -3.2458 -0.5215 0.4 1.2 -0.2
H -1.0179 -4.4898 -0.0945 -2.5 -1.9 3.0
O -0.5679 -3.8417 2.4145 -2.8 -2.7 0.4
H -1.3719 -4.0838 1.8565 1.8 0.9 1.2
H -0.0879 -3.1827 1.9805 0.9 1.8 -1.4
O 3.0471 2.5573 0.3895 1.5 2.5 3.1
H 2.8951 2.1123 -0.3905 -0.5 -1.1 -3.4
H 3.7861 3.2163 0.3015 -1.2 -1.3 -0.2
O 1.5711 1.7993 -2.4035 3.7 0.2 -3.9
H 2.0951 1.1033 -2.9635 -1.6 2.0 1.6
H 1.1221 1.2843 -1.8075 -2.0 -2.2 2.6

(2)
37
Properties=species:S:1:pos:R:3:forces:R:3 method="wB97M-V/def2-TZVPD" orbital_gap_ha=0.2904 e_lumo_ev=-1.89 e_tot_ev=-21009.3169 relative_energy_kcal_mol=79.7
N 21.1930 18.2910 19.0780 -0.8 3.4 -7.7
H 21.9770 17.8840 18.7040 2.5 -2.2 -1.0
H 21.0890 18.0700 19.9280 -0.1 -1.5 9.5
H 20.3650 17.9070 18.6830 -0.9 -0.6 -1.3
H 21.2950 19.2630 18.7890 -0.5 0.4 0.9
B 21.5880 13.8830 19.5260 -1.5 -0.1 0.2
H 21.1180 13.1150 18.7160 -0.4 0.0 -0.2
H 21.0330 13.6260 20.6360 0.4 0.6 -0.6
H 22.7150 13.5880 19.5050 1.5 0.2 0.3
H 21.3440 15.0480 19.0790 0.2 0.0 0.3
O 22.7260 15.1130 16.3220 8.1 -8.3 1.7
H 22.1500 15.6910 16.3170 -9.1 9.4 -1.5
H 22.5510 14.8710 17.2520 0.8 -1.1 -0.1
O 22.1730 16.6680 21.6000 3.4 -0.5 -1.7
H 23.2040 16.5150 21.3640 -3.6 0.6 1.1
H 21.7920 15.9350 21.0760 -0.1 -0.2 0.2
O 22.1230 11.0330 21.6820 1.7 1.1 -1.1
H 22.9850 11.3350 21.2100 -2.0 -1.1 1.3
H 21.5820 11.8380 21.6740 0.1 -0.3 -0.1
O 23.7250 12.4770 16.8010 10.3 -2.7 -12.8
H 23.2580 12.5740 17.4370 -9.8 2.4 12.0
H 23.4910 12.9080 15.9740 -0.5 0.2 0.9
O 24.8170 11.2250 20.4260 -1.1 0.3 -1.2
H 24.6380 10.5130 19.7400 0.1 1.7 1.1
H 24.3710 12.0810 20.1340 1.1 -1.7 -0.1
O 19.2210 14.5590 23.0180 0.9 -1.8 0.4
H 20.0720 14.1630 22.7200 -0.9 0.4 0.2
H 19.2190 15.4290 22.6750 0.0 1.3 -0.6
O 25.9640 14.2760 20.2230 -1.8 2.6 -3.4
H 25.2540 15.0080 20.0720 2.0 -2.3 0.9
H 26.0290 14.0230 21.1050 -0.2 -0.4 2.5
O 17.8890 13.8390 19.0800 1.0 -1.0 -0.2
H 17.3020 13.3390 18.4910 0.3 0.1 0.3
H 18.7120 13.2770 19.1730 -1.2 1.0 -0.1
O 21.3260 9.8910 17.4880 -0.6 0.8 -0.9
H 20.9780 10.4300 18.2060 0.2 -0.1 0.3
H 20.9980 10.3930 16.7070 0.5 -0.7 0.6

(3)
9
Properties=species:S:1:pos:R:3:forces:R:3 method="wB97M-V/def2-TZVPD" orbital_gap_ha=0.1910 e_lumo_ev=-10.86 e_tot_ev=-14691.4998 total_charge=+2
N -0.7535 0.5980 -0.8931 0.1 0.1 0.2
B -0.0706 0.6867 0.4247 1.0 0.8 -0.4
O -0.7214 0.4281 1.5661 -0.9 -0.8 0.2
N 1.3605 1.0954 0.4662 0.1 -1.4 -0.2
I 2.3215 -0.5211 -0.1434 0.7 1.1 0.3
H -0.6942 -0.3385 -1.2708 -0.4 -0.1 -0.6
H -1.7402 0.8327 -0.8340 -0.3 -0.2 -0.1
H -0.3253 -0.3252 2.0222 0.0 0.7 0.9
La 0.6232 -2.4561 -1.3379 -0.5 -0.3 -0.3

(4)
7
Properties=species:S:1:pos:R:3:forces:R:3 method="wB97M-V/def2-TZVPD" orbital_gap_ha=0.3415 e_lumo_ev=0.05 e_tot_ev=-6867.4812 relative_energy_kcal_mol=96.4
B -0.0334 0.3632 -0.4823 0.5 -1.4 3.1
O -1.3218 0.4669 -0.5446 -0.5 0.6 -1.2
O 1.0298 0.8513 -1.1328 -4.1 0.1 -1.4
O 0.3451 -0.7276 1.5152 -0.6 -1.4 -3.6
H -2.0381 0.1197 -0.0078 0.7 -0.3 0.4
H 1.7521 0.6700 -0.6241 3.7 -0.8 2.1
H 0.2662 -1.7434 1.2764 0.3 3.1 0.6

(5)
6
Properties=species:S:1:pos:R:3:forces:R:3 method="wB97M-V/def2-TZVPD" orbital_gap_ha=0.1546 e_lumo_ev=-2.36 e_tot_ev=-17061.5785 relative_energy_kcal_mol=72.8
K -0.5948 4.4903 -0.9109 0.1 -0.5 0.1
B 0.1454 -0.8846 0.1961 0.1 0.2 0.1
H 0.0361 -1.9578 0.1702 -0.1 -4.3 -0.2
H -0.8681 -0.5300 0.0896 -4.4 1.8 -0.2
H 0.6009 -0.5851 1.1273 1.8 1.4 3.7
H 0.6806 -0.5328 -0.6722 2.5 1.4 -3.5

(6)
6
Properties=species:S:1:pos:R:3:forces:R:3 method="wB97M-V/def2-TZVPD" orbital_gap_ha=0.4324 e_lumo_ev=0.81 smiles=BN e_tot_ev=-2231.5173 relative_energy_kcal_mol=7.2
B -0.1239 -0.4935 0.3835 1.1 -2.9 2.7
N 0.0543 0.5447 -0.4200 3.2 2.4 -0.1
H 0.8977 -0.8666 1.1398 -1.9 0.6 -1.1
H -1.1835 -1.0154 0.3064 -0.1 -0.5 0.3
H 0.9775 1.0481 -0.3196 -1.9 -0.5 -0.9
H -0.6221 0.7827 -1.0901 -0.4 0.9 -0.9

(7)
8
Properties=species:S:1:pos:R:3:forces:R:3 method="wB97M-V/def2-TZVPD" orbital_gap_ha="0.2408 / 0.3571" spin_multiplicity=3 e_lumo_ev="0.78 / -1.23" e_tot_ev=-3733.1168 relative_energy_kcal_mol=0.0
B 0.4905 -0.6768 0.2701 -0.5 -0.8 0.4
N 1.3223 0.3685 0.1135 -0.5 0.3 -0.1
N -1.8795 0.2102 0.1748 -1.1 0.6 0.8
H 0.7748 -1.7686 0.4581 0.6 -1.3 0.1
H 2.2624 0.1235 -0.1037 0.9 0.9 -0.1
H 0.9032 1.2723 -0.0390 0.9 0.3 -0.2
H -2.3106 -0.4748 -0.4304 -0.3 -0.3 -0.4
H -1.5632 0.9456 -0.4433 0.0 0.4 -0.5

(8)
95
Properties=species:S:1:pos:R:3:forces:R:3 method="wB97M-V/def2-TZVPD" orbital_gap_ha=0.2950 e_lumo_ev=0.71 e_tot_ev=-63143.4266 relative_energy_kcal_mol=13.4 total_charge=-1
B 0.1141 -0.2751 -0.0812 0.1 0.4 0.2
H 1.0820 -0.7453 -0.1608 3.4 -1.5 -0.9
H -0.5884 -0.9615 0.3656 -2.7 -2.5 1.8
H 0.2766 0.6253 0.4907 0.0 2.9 2.3
H -0.3300 0.0147 -1.0209 -0.9 1.2 -3.0
O -0.8985 -3.6222 3.0066 -0.2 0.0 0.3
H -0.2416 -4.2807 2.7809 0.4 -0.1 -0.1
H -1.6498 -3.8326 2.4520 -0.2 0.0 -0.2
O -4.0667 -1.8936 -0.3284 0.1 -0.2 -0.2
H -4.9501 -1.8811 -0.6967 -0.2 0.0 -0.2
H -4.1951 -1.7429 0.6082 0.1 0.1 0.5
O 0.8719 4.7725 1.5227 -0.3 0.2 0.0
H 0.4400 4.8563 0.6727 0.1 -0.2 -0.6
H 0.3146 5.2656 2.1248 0.0 0.1 0.2
O 2.1976 -5.5390 -1.2684 0.4 0.2 0.2
H 1.4581 -5.6906 -0.6799 -0.3 -0.1 0.1
H 1.8337 -5.6553 -2.1461 -0.1 0.0 -0.3
O 0.8070 0.8035 5.4684 0.5 0.0 0.0
H 0.8363 0.5388 6.3878 0.2 0.0 0.2
H -0.1204 0.7604 5.2356 -0.6 -0.1 -0.1
O -2.1531 1.6860 -1.4985 -0.7 0.3 -0.5
H -2.7976 1.8015 -0.8002 -0.2 0.1 0.6
H -1.8859 0.7695 -1.4292 0.1 -0.5 0.0
O -4.5681 1.6237 -3.4934 0.0 0.0 -0.2
H -5.4154 1.1983 -3.3615 -0.2 -0.1 -0.1
H -4.2631 1.8303 -2.6099 0.4 0.2 0.3
O -3.5794 3.0876 1.3921 -0.4 0.5 -0.1
H -3.1994 3.7385 1.9821 0.1 0.2 0.0
H -3.0250 2.3146 1.4983 0.3 -0.6 0.0
O 0.2227 2.7277 -0.8608 0.4 1.0 0.4
H 0.7556 1.9776 -0.5972 0.4 0.0 0.1
H -0.6471 2.3605 -1.0188 -0.6 -0.1 -0.1
O 3.0469 4.2821 -0.7504 0.1 0.5 0.1
H 3.1397 4.2777 -1.7031 0.0 -0.1 -0.3
H 2.7615 3.3947 -0.5330 0.0 -0.4 0.1
O 3.3005 -0.3924 -3.8249 0.6 0.1 0.0
H 3.2306 -1.3271 -4.0193 0.0 -0.2 0.0
H 2.4354 -0.1508 -3.4939 -0.7 0.2 0.0
O -1.2782 -0.7331 -6.5758 0.5 -0.3 -0.9
H -1.7817 -0.0682 -7.0455 -0.1 0.1 0.0
H -1.6681 -0.7565 -5.7019 -0.3 0.2 0.4
O 0.4521 0.0924 -3.3041 0.6 0.0 -0.3
H -0.3294 -0.0767 -3.8304 -0.4 0.0 -0.5
H 0.2336 -0.2444 -2.4352 0.2 0.2 0.2
O 0.8750 3.0231 -3.4287 0.4 0.6 -1.1
H 0.5731 2.1398 -3.6407 0.0 -0.3 0.1
H 0.5718 3.1718 -2.5330 0.0 -0.1 0.7
O -2.7842 0.5182 1.5463 -0.4 0.3 -0.2
H -2.1217 -0.1710 1.4968 0.6 -0.2 0.1
H -3.4652 0.1562 2.1132 -0.3 -0.1 0.1
O 2.7990 1.1554 0.2429 0.3 0.4 -0.4
H 2.7907 1.4296 1.1599 0.2 0.2 0.7
H 2.1727 0.4327 0.2028 -0.1 -0.2 0.0
O 0.6541 3.8514 4.5058 -0.1 0.4 0.3
H -0.1982 4.2281 4.2872 -0.2 0.0 0.0
H 0.4776 2.9203 4.6403 0.1 -0.5 0.3
O -2.3469 -0.1922 -4.2030 0.1 0.0 -0.3
H -2.9297 0.5393 -3.9990 -0.4 0.5 -0.1
H -2.2784 -0.6805 -3.3826 0.1 -0.5 0.6
O -1.2313 -4.1012 -3.0188 -0.2 -0.5 -0.6
H -0.8925 -4.4174 -2.1813 0.2 -0.2 0.2
H -1.3946 -3.1691 -2.8751 0.1 0.5 0.0
O 5.6331 0.6824 -0.3585 0.5 -0.4 0.3
H 4.7912 0.6874 0.0968 -0.4 0.2 0.1
H 5.4139 0.8733 -1.2705 0.2 0.2 -0.3
O -0.8275 -5.2124 -0.4496 0.0 -0.4 0.2
H -1.7840 -5.1917 -0.4204 -0.3 -0.2 -0.1
H -0.5591 -4.3487 -0.1364 0.6 0.7 0.3
O -4.3264 -2.0316 2.7621 0.0 0.2 -0.3
H -3.7027 -1.9538 3.4840 0.4 0.1 0.2
H -4.7636 -2.8698 2.9119 -0.2 -0.2 0.0
O 5.3991 1.7097 -3.0447 0.3 0.3 0.2
H 4.5312 1.3086 -3.0898 -0.5 -0.3 -0.3
H 5.6922 1.7507 -3.9550 0.0 -0.1 -0.2
O -1.6481 1.4464 4.5155 -0.2 0.4 0.4
H -1.3218 1.2292 3.6423 0.2 -0.4 -0.6
H -2.5632 1.1655 4.5065 -0.2 0.0 0.0
O 3.1801 -0.0383 3.7015 0.2 0.4 0.1
H 3.1267 -0.8958 3.2795 0.1 -0.4 -0.2
H 2.2856 0.1435 3.9895 -0.3 0.2 0.3
O -0.6244 -0.8439 2.8182 -0.4 0.5 0.7
H -0.2945 -0.8723 1.9200 0.4 0.2 -0.4
H -0.5650 -1.7489 3.1243 0.1 -0.5 0.2
O 1.0511 -2.9956 0.3784 -0.1 -1.7 0.6
H 1.7528 -3.1513 -0.2538 0.3 -0.3 -0.4
H 0.8429 -2.0663 0.2818 -0.2 0.7 -0.1
O 3.1826 -2.5060 2.4318 0.2 -0.3 0.3
H 2.4425 -2.8966 1.9672 -0.5 0.0 -0.4
H 3.9393 -2.6890 1.8749 0.3 0.1 -0.1
O -1.6708 -1.5630 -1.9953 -0.7 -0.6 -0.7
H -2.2970 -1.9881 -1.4092 -0.7 0.0 0.3
H -0.9924 -1.2199 -1.4137 0.5 0.2 0.5
O 2.7908 3.3784 2.7671 1.0 -0.7 -0.1
H 2.0975 3.3577 2.1075 -0.3 0.5 -0.1
H 2.3382 3.5857 3.5847 -0.2 0.1 0.0